C48H132N12O12 | ωB97M-V with the def2-TZVPD basis set

The geometry in ORCA input format:
```
! RIJCOSX wB97M-V def2-TZVPD def2/J DEFGRID3
* xyz 0 1
C 0.76 -7.12 1.09
O -0.64 -6.83 1.02
C -0.92 -5.50 0.71
C -2.41 -5.31 0.90
C -2.95 -3.96 0.42
N -2.80 -5.54 2.30
H 1.13 -7.45 0.12
H 0.91 -7.94 1.79
H 1.29 -6.26 1.52
H -0.42 -4.81 1.42
H -0.56 -5.21 -0.28
H -2.95 -6.00 0.22
H -4.03 -4.02 0.45
H -2.60 -3.80 -0.60
H -2.65 -3.16 1.10
H -2.54 -6.50 2.52
H -3.81 -5.46 2.35
C 3.29 0.63 6.11
O 2.82 0.50 4.80
C 2.17 -0.74 4.61
C 1.61 -0.72 3.22
C 0.93 -2.00 2.80
N 2.71 -0.44 2.18
H 2.48 0.78 6.84
H 3.97 1.47 6.22
H 3.82 -0.28 6.44
H 2.96 -1.51 4.62
H 1.34 -0.91 5.29
H 0.94 0.11 2.98
H -0.09 -2.03 3.18
H 1.44 -2.94 3.03
H 0.76 -2.03 1.72
H 3.30 -1.29 2.23
H 3.24 0.23 2.75
C -7.21 -1.62 5.68
O -6.79 -0.80 4.62
C -6.92 -1.40 3.33
C -6.05 -2.64 3.12
C -4.57 -2.42 3.37
N -6.22 -3.14 1.74
H -8.29 -1.85 5.63
H -7.04 -1.07 6.61
H -6.67 -2.57 5.73
H -7.94 -1.74 3.12
H -6.60 -0.57 2.70
H -6.43 -3.46 3.73
H -3.99 -2.00 2.54
H -4.07 -3.37 3.59
H -4.37 -1.80 4.26
H -5.92 -2.48 1.03
H -7.18 -3.36 1.51
C 4.52 1.99 -3.23
O 5.34 1.28 -4.16
C 6.40 2.06 -4.72
C 7.19 1.12 -5.55
C 8.48 1.66 -6.18
N 6.35 0.54 -6.61
H 5.13 2.53 -2.50
H 4.03 1.23 -2.60
H 3.72 2.55 -3.71
H 6.04 2.93 -5.28
H 7.00 2.41 -3.87
H 7.56 0.36 -4.85
H 9.09 0.84 -6.55
H 9.06 2.20 -5.42
H 8.31 2.37 -7.00
H 5.48 0.21 -6.20
H 6.86 -0.15 -7.12
C 0.39 4.21 -4.43
O 0.69 5.03 -5.52
C 2.00 4.92 -6.01
C 2.13 5.75 -7.25
C 1.53 5.01 -8.45
N 3.56 6.09 -7.44
H 0.23 3.15 -4.72
H -0.62 4.47 -4.11
H 1.03 4.25 -3.55
H 2.73 5.31 -5.27
H 2.35 3.89 -6.17
H 1.67 6.73 -7.11
H 0.50 4.71 -8.23
H 2.13 4.13 -8.71
H 1.55 5.61 -9.36
H 3.63 6.68 -8.26
H 4.13 5.27 -7.66
C -5.47 4.69 5.91
O -4.79 3.51 6.22
C -5.02 2.46 5.29
C -4.48 2.74 3.88
C -5.13 1.84 2.86
N -3.00 2.54 3.92
H -6.45 4.49 5.47
H -4.92 5.33 5.20
H -5.57 5.30 6.81
H -4.38 1.66 5.67
H -6.08 2.16 5.26
H -4.61 3.79 3.59
H -4.65 1.90 1.87
H -6.19 2.06 2.74
H -4.97 0.78 3.05
H -2.61 3.07 4.68
H -2.65 2.84 3.02
C 3.81 -6.15 -2.08
O 3.05 -5.42 -1.17
C 2.33 -4.37 -1.75
C 3.20 -3.14 -1.99
C 3.90 -2.71 -0.71
N 2.40 -2.04 -2.53
H 4.44 -5.53 -2.73
H 3.19 -6.78 -2.73
H 4.50 -6.77 -1.52
H 1.85 -4.72 -2.68
H 1.55 -4.10 -1.03
H 3.98 -3.47 -2.69
H 4.36 -1.72 -0.77
H 4.65 -3.45 -0.45
H 3.19 -2.60 0.12
H 1.71 -2.37 -3.22
H 3.00 -1.43 -3.08
C -4.67 6.24 1.32
O -3.39 6.64 0.84
C -3.11 6.43 -0.53
C -3.26 4.97 -0.98
C -2.20 4.06 -0.41
N -3.33 4.78 -2.42
H -4.68 6.64 2.33
H -4.81 5.16 1.33
H -5.44 6.72 0.70
H -3.75 7.05 -1.18
H -2.06 6.70 -0.67
H -4.24 4.73 -0.55
H -2.35 3.94 0.67
H -1.17 4.41 -0.56
H -2.32 3.10 -0.91
H -2.43 5.06 -2.81
H -4.01 5.38 -2.88
C -2.41 0.19 0.60
O -1.98 -0.35 -0.64
C -0.59 -0.57 -0.76
C 0.31 0.67 -0.89
C 0.25 1.35 -2.25
N 1.69 0.15 -0.61
H -3.42 -0.21 0.80
H -2.55 1.27 0.50
H -1.81 -0.04 1.49
H -0.20 -1.21 0.04
H -0.47 -1.17 -1.67
H 0.04 1.35 -0.07
H 0.97 2.17 -2.30
H -0.73 1.71 -2.54
H 0.67 0.62 -2.96
H 1.85 -0.69 -1.20
H 1.65 -0.22 0.34
C -0.41 -6.50 -7.40
O -0.27 -5.90 -6.15
C -0.90 -4.63 -6.06
C -0.34 -3.93 -4.82
C -1.38 -2.98 -4.26
N 0.89 -3.17 -5.10
H 0.53 -6.53 -7.95
H -1.20 -6.06 -8.03
H -0.76 -7.54 -7.27
H -0.61 -4.05 -6.94
H -1.98 -4.79 -6.01
H -0.15 -4.70 -4.07
H -1.05 -2.61 -3.30
H -2.25 -3.59 -4.00
H -1.72 -2.20 -4.95
H 0.73 -2.55 -5.90
H 1.63 -3.78 -5.46
C 7.36 0.70 -1.09
O 6.81 1.80 -0.42
C 5.47 1.49 0.08
C 4.80 2.72 0.68
C 5.36 2.99 2.05
N 3.35 2.48 0.81
H 6.93 0.55 -2.09
H 7.29 -0.23 -0.51
H 8.43 0.93 -1.19
H 4.88 1.00 -0.70
H 5.76 0.77 0.86
H 4.92 3.56 -0.01
H 5.05 2.22 2.77
H 4.94 3.91 2.45
H 6.45 3.03 2.03
H 2.87 2.28 -0.08
H 3.21 1.53 1.16
C -3.26 0.56 8.61
O -1.96 0.18 8.23
C -1.69 0.37 6.85
C -2.34 -0.67 6.00
C -2.08 -2.10 6.46
N -1.96 -0.45 4.55
H -4.03 -0.15 8.27
H -3.55 1.57 8.29
H -3.34 0.56 9.70
H -2.04 1.36 6.53
H -0.61 0.30 6.71
H -3.43 -0.54 6.04
H -2.63 -2.30 7.39
H -1.04 -2.33 6.68
H -2.45 -2.81 5.72
H -2.02 0.57 4.58
H -2.79 -0.79 4.09
*
```

LUMO energy: 0.525 eV
HOMO level: -8.2 eV
SMILES: COC[C@H](C)N.COC[C@H](C)N.COC[C@H](C)N.COC[C@H](C)N.COC[C@H](C)N.COC[C@H](C)N.COC[C@H](C)N.COC[C@H](C)N.COC[C@H](C)N.COC[C@H](C)N.COC[C@H](C)N.COC[C@H](C)N

=====

C3H5ClN2O2 | ωB97M-V with the def2-TZVPD basis set

The geometry in ORCA input format:
```
! RIJCOSX wB97M-V def2-TZVPD def2/J DEFGRID3
* xyz 0 1
H -2.34 -0.68 -0.63
N -1.69 -1.01 0.02
C -0.91 -0.08 0.38
C -1.17 1.40 0.22
Cl 0.12 2.35 -0.50
N 0.28 -0.34 0.98
O 0.62 -1.73 1.00
C 1.23 -2.11 -0.21
O 1.41 -1.46 -1.19
H -2.08 1.55 -0.40
H -1.33 1.85 1.21
H 1.08 0.16 0.59
H 1.37 -3.22 -0.13
*
```

LUMO energy: 0.805 eV
HOMO level: -9.9 eV
SMILES: [H]/N=C(\CCl)NOC=O

=====

C28H25Cl2FIN4O3PtS | ωB97M-V with the def2-TZVPD basis set

The geometry in ORCA input format:
```
! RIJCOSX wB97M-V def2-TZVPD def2/J DEFGRID3
* xyz 1 1
Pt -0.14 -0.02 -0.10
Cl -1.86 0.47 -1.77
C -2.68 -1.05 -1.97
C -3.89 -1.05 -2.63
C -4.59 -2.23 -2.78
C -4.06 -3.41 -2.26
C -2.84 -3.39 -1.61
Cl -2.21 -4.87 -0.98
C -2.10 -2.21 -1.45
S -0.53 -2.28 -0.69
H -4.29 -0.12 -3.03
H -5.54 -2.25 -3.30
H -4.61 -4.34 -2.35
F 6.15 -1.94 1.72
C 5.11 -1.85 2.59
C 3.93 -1.36 2.10
C 2.83 -1.21 2.93
C 1.61 -0.59 2.39
O 1.64 -0.20 1.20
C 0.54 -0.43 3.33
C 0.73 -0.84 4.62
N 1.86 -1.41 5.11
C 1.95 -1.66 6.53
C 2.05 -3.07 7.06
C 0.79 -2.28 7.24
C 2.94 -1.59 4.28
C 4.15 -2.12 4.74
C 5.26 -2.24 3.92
N 6.45 -2.80 4.47
C 6.92 -2.31 5.75
C 7.51 -3.50 6.54
N 7.92 -4.53 5.54
C 8.64 -3.87 4.41
C 7.59 -3.10 3.59
C -0.83 0.21 3.08
O -1.45 0.55 4.09
O -1.23 0.35 1.88
H 3.85 -1.07 1.06
H -0.07 -0.66 5.32
H 2.51 -0.89 7.05
H 2.68 -3.23 7.92
H 2.03 -3.88 6.35
H 0.53 -1.90 8.21
H -0.07 -2.57 6.64
H 4.20 -2.46 5.77
H 6.10 -1.87 6.31
H 7.68 -1.52 5.62
H 6.78 -3.94 7.21
H 8.38 -3.19 7.11
H 7.06 -4.93 5.15
H 8.47 -5.27 5.97
H 9.14 -4.62 3.80
H 9.40 -3.21 4.83
H 7.24 -3.72 2.77
H 8.06 -2.21 3.17
I 1.84 1.31 -2.17
C 1.25 2.71 -0.72
C 1.73 4.00 -0.72
C 1.35 4.83 0.33
C 0.50 4.33 1.31
C 0.03 3.04 1.19
N 0.40 2.24 0.19
H 2.39 4.35 -1.50
H 1.71 5.84 0.38
H 0.21 4.94 2.15
H -0.66 2.60 1.91
*
```

LUMO energy (spin up / spin down): -3.273 / -3.273 eV
HOMO level (spin up / spin down): -8.5 / -8.5 eV

=====

C5H9N2 | ωB97M-V with the def2-TZVPD basis set

The geometry in ORCA input format:
```
! RIJCOSX wB97M-V def2-TZVPD def2/J DEFGRID3
* xyz 1 1
C -1.63 0.18 0.02
N -0.19 0.12 -0.32
C 0.43 1.37 0.01
C 2.24 1.12 0.19
N 2.57 -0.07 -0.11
C 1.86 -1.12 -0.19
C 0.47 -1.03 0.38
H -1.72 0.35 1.09
H -2.10 1.00 -0.51
H -2.12 -0.75 -0.24
H -0.12 -0.07 -1.34
H 0.15 2.23 -0.58
H 2.83 1.91 0.59
H 2.24 -2.00 -0.69
H -0.10 -1.95 0.24
H 0.51 -0.77 1.44
*
```

LUMO energy (spin up / spin down): -5.357 / -5.274 eV
HOMO level (spin up / spin down): -12.8 / -13.9 eV
SMILES: C[N@H+]1C=CN=CC1

=====

C3H3BiO | ωB97M-V with the def2-TZVPD basis set

The geometry in ORCA input format:
```
! RIJCOSX wB97M-V def2-TZVPD def2/J DEFGRID3
* xyz 0 1
C 0.22 -0.36 0.10
C 0.56 0.74 -0.95
C 0.43 0.87 0.52
H -0.22 1.17 -1.61
H 1.54 0.69 -1.44
H 0.68 1.52 1.36
O -2.35 -2.47 1.55
Bi -0.86 -2.16 0.48
*
```

LUMO energy: -1.431 eV
HOMO level: -8.7 eV

=====

C41H61Cl75Si | ωB97M-V with the def2-TZVPD basis set

The geometry in ORCA input format:
```
! RIJCOSX wB97M-V def2-TZVPD def2/J DEFGRID3
* xyz 0 1
C 5.65 1.67 3.08
C 6.77 0.64 2.90
C 7.51 0.77 1.56
C 6.68 0.22 0.38
C 7.09 -1.22 0.03
C 6.06 -2.10 -0.73
C 4.83 -1.40 -1.38
Si 3.18 -2.23 -1.07
C 1.87 -1.54 -2.24
C 0.88 -0.48 -1.71
C 1.36 0.98 -1.91
C 1.00 1.91 -0.73
C 2.64 -2.08 0.75
C 2.73 -0.59 1.21
C 3.40 -2.95 1.78
C 3.32 -4.47 1.59
C 4.32 -5.24 2.47
H 4.82 1.51 2.38
H 5.24 1.65 4.09
H 6.03 2.69 2.90
H 6.34 -0.38 2.96
H 7.48 0.73 3.73
H 8.45 0.20 1.62
H 7.78 1.82 1.40
H 5.62 0.26 0.64
H 6.80 0.87 -0.50
H 8.03 -1.19 -0.54
H 7.34 -1.73 0.97
H 6.59 -2.62 -1.54
H 5.72 -2.89 -0.05
H 4.97 -1.42 -2.47
H 4.74 -0.34 -1.12
H 3.34 -3.67 -1.42
H 1.31 -2.40 -2.64
H 2.40 -1.11 -3.11
H -0.08 -0.61 -2.23
H 0.66 -0.64 -0.65
H 0.91 1.38 -2.83
H 2.44 0.98 -2.06
H 1.78 1.91 0.03
H 0.07 1.60 -0.25
H 0.86 2.95 -1.05
H 1.58 -2.36 0.80
H 3.05 -0.54 2.26
H 1.77 -0.08 1.14
H 3.46 -0.01 0.63
H 4.44 -2.61 1.89
H 2.93 -2.73 2.76
H 2.31 -4.78 1.86
H 3.47 -4.75 0.54
H 4.53 -6.23 2.05
H 5.28 -4.71 2.52
H 3.95 -5.37 3.49
C -1.71 4.58 -2.78
Cl -2.28 3.57 -1.46
Cl -0.07 5.16 -2.49
Cl -1.80 3.72 -4.32
H -2.35 5.45 -2.85
C 11.24 1.83 3.24
Cl 11.62 2.61 1.71
Cl 9.96 2.70 4.09
Cl 10.81 0.14 3.00
H 12.13 1.86 3.86
C -2.90 8.24 -4.67
Cl -3.61 7.93 -3.09
Cl -1.24 7.65 -4.74
Cl -3.88 7.54 -5.95
H -2.88 9.32 -4.81
C 1.57 -6.11 6.21
Cl 0.38 -7.34 5.76
Cl 3.19 -6.80 6.18
Cl 1.43 -4.72 5.14
H 1.36 -5.79 7.22
C -6.22 11.37 -6.91
Cl -7.18 9.92 -7.17
Cl -6.79 12.28 -5.51
Cl -4.51 10.97 -6.75
H -6.33 12.00 -7.79
C 1.99 -10.52 6.45
Cl 1.70 -10.65 8.19
Cl 3.60 -11.09 6.03
Cl 0.75 -11.40 5.54
H 1.92 -9.47 6.18
C 0.71 -9.59 2.37
Cl -0.61 -8.41 2.31
Cl 1.02 -10.26 0.77
Cl 2.16 -8.88 3.06
H 0.40 -10.40 3.02
C -10.44 11.51 -6.23
Cl -9.94 12.13 -7.79
Cl -11.51 12.63 -5.39
Cl -11.21 9.93 -6.40
H -9.55 11.37 -5.62
C -0.36 -13.87 1.94
Cl -1.23 -15.39 1.87
Cl -1.00 -12.84 3.23
Cl 1.37 -14.12 2.21
H -0.48 -13.35 1.00
C 7.36 -1.81 -4.89
Cl 5.96 -2.84 -4.60
Cl 7.62 -0.68 -3.57
Cl 8.80 -2.80 -5.15
H 7.18 -1.24 -5.79
C -13.61 7.36 -7.56
Cl -14.12 5.87 -6.77
Cl -12.43 7.05 -8.83
Cl -14.99 8.26 -8.18
H -13.13 7.99 -6.81
C -17.44 7.28 -3.84
Cl -16.42 5.94 -3.32
Cl -16.82 8.02 -5.31
Cl -19.11 6.75 -4.05
H -17.43 8.03 -3.05
C -2.02 -5.00 1.22
Cl -2.66 -4.60 -0.37
Cl -0.39 -4.36 1.43
Cl -3.07 -4.38 2.50
H -1.98 -6.08 1.31
C -11.89 8.42 -2.72
Cl -12.64 7.54 -4.06
Cl -12.04 7.51 -1.22
Cl -10.20 8.79 -3.07
H -12.42 9.35 -2.61
C -7.74 15.90 -3.75
Cl -7.35 15.38 -2.11
Cl -6.32 15.76 -4.79
Cl -9.09 14.97 -4.40
H -8.03 16.94 -3.72
C 2.74 -7.17 10.27
Cl 1.45 -7.25 9.06
Cl 4.08 -6.19 9.70
Cl 2.12 -6.59 11.81
H 3.10 -8.18 10.42
C 12.21 -1.21 -4.16
Cl 12.54 0.40 -4.81
Cl 13.50 -2.34 -4.58
Cl 11.95 -1.15 -2.42
H 11.30 -1.56 -4.63
C -17.95 5.44 0.81
Cl -18.13 6.84 -0.25
Cl -16.84 4.26 0.12
Cl -17.41 5.95 2.42
H -18.92 4.97 0.91
C -7.72 11.61 -11.39
Cl -8.83 10.36 -10.85
Cl -7.55 12.88 -10.17
Cl -6.15 10.94 -11.81
H -8.14 12.08 -12.28
C -4.75 -10.91 3.54
Cl -6.11 -9.78 3.50
Cl -4.51 -11.66 1.96
Cl -3.28 -10.09 4.08
H -4.98 -11.69 4.25
C 14.26 0.17 5.63
Cl 14.66 0.96 4.10
Cl 12.97 1.06 6.46
Cl 13.80 -1.51 5.37
H 15.14 0.19 6.25
C 4.01 -14.95 6.46
Cl 3.34 -15.00 4.83
Cl 5.54 -14.07 6.48
Cl 2.86 -14.24 7.59
H 4.21 -15.96 6.77
C 8.83 -5.91 0.82
Cl 8.38 -7.59 1.13
Cl 10.34 -5.82 -0.09
Cl 7.54 -5.05 -0.01
H 8.99 -5.43 1.78
C -3.33 -0.68 3.34
Cl -3.99 -0.34 1.75
Cl -1.64 -0.17 3.45
Cl -4.30 0.07 4.61
H -3.36 -1.75 3.49
C -0.08 4.74 2.27
Cl -0.80 3.13 2.34
Cl 1.59 4.66 1.71
Cl -1.04 5.82 1.27
H -0.07 5.13 3.28
*
```

LUMO energy: 0.262 eV
HOMO level: -9.4 eV

=====

C3H4BrNS | ωB97M-V with the def2-TZVPD basis set

The geometry in ORCA input format:
```
! RIJCOSX wB97M-V def2-TZVPD def2/J DEFGRID3
* xyz 0 1
S -1.19 -2.75 0.01
N -1.63 -1.28 -0.01
C -1.60 -0.09 0.02
Br -2.53 1.44 -0.02
C 1.34 0.26 -0.61
C 0.98 0.63 0.61
H 1.77 -0.71 -0.81
H 1.20 0.90 -1.46
H 1.11 0.00 1.47
H 0.56 1.61 0.79
*
```

LUMO energy: -0.519 eV
HOMO level: -8.4 eV
SMILES: [S-][N+]#CBr.C=C